Entry 1
{"formula": "C4H27NO13", "method": "the ωB97M-V functional and the def2-TZVPD basis", "symbols": ["O", "C", "C", "C", "N", "C", "O", "O", "H", "H", "H", "H", "H", "H", "H", "O", "H", "H", "O", "H", "H", "O", "H", "H", "O", "H", "H", "O", "H", "H", "O", "H", "H", "O", "H", "H", "O", "H", "H", "O", "H", "H", "O", "H", "H"], "coordinates": [[-3.091, 1.966, 2.692], [-3.108, 0.767, 2.551], [-2.004, -0.161, 2.978], [-0.674, 0.468, 2.760], [-0.351, 1.023, 1.436], [0.336, 0.397, 0.472], [0.465, 0.845, -0.681], [1.136, -0.594, 0.880], [-3.944, 0.306, 1.993], [-2.009, -1.129, 2.522], [-2.118, -0.205, 4.122], [0.237, -0.277, 2.994], [-0.333, 1.139, 3.550], [-1.084, 1.730, 1.158], [1.395, -1.152, 0.132], [-2.373, 0.360, -1.999], [-2.074, 1.126, -1.501], [-1.608, 0.232, -2.591], [2.442, -2.070, -2.016], [2.650, -2.969, -1.710], [3.087, -1.648, -2.593], [-2.369, -1.193, 0.153], [-2.098, -0.409, -0.414], [-3.007, -1.584, -0.460], [-0.736, 3.586, -1.084], [-0.377, 2.694, -0.934], [-0.470, 4.000, -1.898], [3.123, 0.558, 2.073], [2.763, -0.137, 1.512], [2.570, 1.065, 2.652], [2.008, 0.531, -2.919], [2.075, 0.017, -2.110], [1.652, 1.399, -2.729], [-0.289, -0.777, -2.931], [0.641, -0.483, -2.852], [-0.446, -1.062, -3.835], [1.466, -3.542, 1.631], [1.140, -3.113, 0.821], [0.827, -4.263, 1.593], [-0.214, -2.424, -0.867], [-0.846, -2.092, -0.154], [-0.449, -1.991, -1.716], [2.116, 3.192, -1.243], [1.603, 3.594, -0.495], [2.341, 2.279, -0.942]], "lowdin_charge": [0.058, -0.268, -0.149, -0.198, 0.125, -0.573, 0.019, 0.059, 0.121, 0.091, 0.163, 0.170, 0.118, 0.171, 0.096, -0.058, 0.030, 0.016, -0.045, 0.075, 0.053, -0.082, 0.033, 0.075, -0.061, -0.017, 0.037, -0.046, 0.011, 0.021, -0.037, 0.007, 0.040, -0.068, 0.012, 0.095, -0.060, -0.012, 0.040, -0.111, 0.035, 0.006, -0.086, 0.059, 0.035], "smiles": "O=CCCNC(=O)O.O.O.O.O.O.O.O.O.O.O", "orbital_gap_ev": 10.44, "homo_energy_ha": -0.379, "e_lumo_ev": 0.1}



Entry 2
{"formula": "C4H27NO13", "method": "the ωB97M-V functional and the def2-TZVPD basis", "symbols": ["O", "C", "C", "C", "N", "C", "O", "O", "H", "H", "H", "H", "H", "H", "H", "O", "H", "H", "O", "H", "H", "O", "H", "H", "O", "H", "H", "O", "H", "H", "O", "H", "H", "O", "H", "H", "O", "H", "H", "O", "H", "H", "O", "H", "H"], "coordinates": [[-3.789, 2.460, 0.565], [-3.646, 1.429, 1.189], [-2.583, 1.180, 2.220], [-1.335, 1.823, 1.829], [-0.782, 1.551, 0.480], [0.167, 0.646, 0.181], [0.500, 0.351, -1.010], [0.983, 0.274, 1.193], [-4.281, 0.559, 0.930], [-2.386, 0.174, 2.448], [-2.967, 1.812, 3.171], [-0.361, 1.563, 2.618], [-1.247, 2.881, 2.081], [-1.562, 1.800, -0.291], [1.440, -0.505, 0.981], [-1.837, -1.361, -2.061], [-1.732, -0.445, -2.096], [-0.986, -1.633, -2.354], [3.005, -2.288, -0.067], [3.239, -2.799, 0.788], [3.707, -2.145, -0.719], [-2.181, -1.337, 0.590], [-1.854, -0.979, -0.331], [-2.621, -2.145, 0.267], [-0.877, 2.030, -3.144], [-0.463, 1.478, -2.423], [-0.514, 1.949, -3.952], [2.479, 2.273, 1.618], [2.346, 1.334, 1.567], [1.803, 2.863, 1.706], [2.500, -0.852, -2.406], [2.449, -0.778, -1.464], [2.070, -0.211, -2.779], [0.457, -2.339, -1.870], [1.285, -1.885, -1.884], [0.522, -3.111, -2.424], [1.497, -1.531, 3.599], [1.297, -1.730, 2.653], [0.974, -2.248, 3.927], [0.269, -2.442, 0.752], [-0.566, -1.880, 1.069], [0.173, -2.638, -0.209], [1.965, 2.230, -2.704], [1.212, 2.919, -2.397], [2.231, 1.701, -1.835]], "lowdin_charge": [0.051, -0.264, -0.169, -0.218, 0.115, -0.531, -0.006, 0.063, 0.123, 0.080, 0.189, 0.200, 0.113, 0.211, 0.059, -0.014, -0.002, -0.010, -0.081, 0.116, 0.051, -0.104, 0.061, 0.079, -0.033, 0.014, -0.029, -0.005, 0.006, -0.022, 0.042, 0.009, -0.057, -0.042, -0.015, 0.095, -0.056, 0.003, 0.021, -0.141, 0.070, 0.004, -0.161, 0.107, 0.077], "smiles": "O=CCCNC(=O)O.O.O.O.O.O.O.O.O.O.O", "orbital_gap_ev": 10.52, "homo_energy_ha": -0.383, "e_lumo_ev": 0.1}



Which one is most stable, and which one is least stable? entry 1 is the most stable of them, while entry 2 is the least stable.